C59H64N2O6PRbSSi | ωB97M-V/def2-TZVPD

The geometry in XYZ format:
```
135
Properties=species:S:1:pos:R:3:forces:R:3:lowdin_charge:R:1
H -3.8485 4.1730 0.7275 0.002 -0.005 -0.005 0.1236
H 3.4056 -3.6647 1.4389 -0.009 0.004 -0.005 0.1003
C -0.0467 -5.9720 2.2660 -0.005 -0.050 0.035 -0.0793
H -3.4729 -0.1892 2.8046 -0.002 -0.011 -0.006 0.1057
H 0.2207 5.8067 1.8671 0.004 -0.001 0.025 -0.0041
C -7.6566 4.5425 -0.1901 -0.035 0.034 0.005 -0.1194
H 2.0909 2.5061 3.5058 0.015 0.009 -0.003 0.0933
C 4.8209 3.9714 2.1949 0.074 0.049 0.021 -0.1428
H 3.7212 0.9796 -4.5540 -0.021 0.002 0.006 0.1139
H 0.2974 -3.4665 2.3927 0.007 0.007 0.006 0.1156
H 1.5384 5.8476 3.0595 -0.018 0.008 -0.004 0.0043
H -2.0112 1.0381 8.8041 -0.006 -0.001 0.002 0.0964
C 4.0760 2.2879 4.2506 -0.003 0.034 -0.023 -0.1171
H 5.2320 0.9215 2.0754 -0.046 -0.023 -0.046 0.0316
C 1.0411 -3.3648 -0.9306 -0.014 0.046 -0.081 -0.3620
C 2.5300 -4.0362 0.9191 -0.004 -0.034 0.022 -0.0547
H -0.7215 -3.0064 1.0321 -0.003 0.004 0.016 0.1058
H 6.0505 -0.1280 0.8620 -0.023 -0.010 -0.006 0.0540
O -0.4844 -0.5726 3.2001 -0.040 -0.020 0.089 -0.0141
C -0.6230 0.3521 5.7963 -0.005 -0.031 -0.065 -0.0046
C -0.1530 -5.1127 1.0294 0.065 -0.009 -0.067 -0.3777
C -1.3394 2.1742 -2.6934 0.061 -0.027 0.114 -0.3703
H 5.0732 -0.8582 2.1687 0.022 0.004 0.006 0.0501
H 0.8088 -6.6198 -0.2760 -0.019 -0.002 0.015 0.1401
C -1.7393 -0.1587 5.1357 -0.005 0.113 0.214 -0.1393
H 0.1064 3.8152 -2.4987 0.006 -0.021 -0.020 0.0824
C -2.7956 -1.0376 2.9400 0.017 0.005 0.001 0.0126
C -1.9375 -3.6366 -5.2815 -0.017 -0.015 -0.017 -0.1058
H 6.8337 3.7129 2.9066 0.005 -0.007 0.008 0.0856
Rb 0.0063 0.5803 0.6651 -0.193 0.447 -0.118 0.7223
C -0.7206 0.7806 7.1080 0.019 0.025 0.036 -0.0744
Si 2.0586 4.2707 1.0991 0.232 0.009 0.137 0.5920
C -1.9352 0.7015 7.7777 -0.006 -0.025 -0.042 -0.0933
S 3.6844 0.0289 0.4871 0.326 0.051 0.102 0.7995
C -2.4907 3.0916 -3.0859 0.041 0.044 0.020 -0.0511
C -3.4823 -0.3518 -0.4808 0.044 -0.094 -0.034 -0.4204
C 2.3782 -0.2937 -3.4819 0.371 -0.307 0.134 -0.1318
H -7.3230 2.1439 -0.7928 0.014 -0.007 0.003 0.0821
C -4.3148 -1.5968 -0.7826 -0.002 -0.014 0.094 -0.0231
C -0.8081 1.4097 -3.9132 0.006 0.002 0.025 -0.2532
C -3.4937 2.1012 0.2292 -0.064 0.110 0.026 -0.4082
C 0.1421 2.2003 -4.8314 -0.097 0.043 -0.042 -0.0882
H -3.3321 -1.8283 3.4666 0.003 0.001 0.009 0.0930
H 0.3118 0.4099 5.2539 -0.010 -0.004 0.005 0.1197
H 5.7284 -0.3524 -4.0149 -0.001 -0.011 0.007 0.0978
O -2.2618 -0.5066 -0.4131 -0.311 -0.002 0.005 -0.1338
H -7.9900 5.5591 0.0112 0.004 0.003 -0.001 0.0831
H -7.8219 4.3172 -1.2483 0.014 0.000 -0.004 0.0873
C 0.9804 -5.5732 -0.0335 -0.049 -0.013 0.038 -0.1987
C -2.2000 -6.4751 0.5659 0.049 -0.002 0.040 -0.1012
H 1.5804 -2.0712 0.7177 0.100 -0.134 0.182 0.0846
C -1.5145 -5.3206 0.4093 -0.047 -0.007 -0.033 -0.0734
H -6.0289 0.1204 -1.0020 -0.003 0.001 -0.004 0.0963
C 0.1348 -3.6204 1.3247 0.011 -0.016 -0.049 -0.0673
C -2.5060 -2.8956 -4.2527 -0.029 0.029 0.015 -0.0821
H -2.5641 -4.0598 -6.0577 -0.003 0.006 0.002 0.0917
C 4.0985 1.5013 -0.4528 -0.023 -0.081 -0.111 -0.2413
H 0.4404 -4.9964 -2.1650 0.010 -0.027 0.018 0.1089
C -0.3277 -2.5648 -3.2749 0.028 -0.140 -0.096 -0.3601
C 2.2367 -1.4561 -2.6865 0.154 0.182 -0.136 -0.2807
H 0.1498 1.1840 7.6097 0.002 -0.002 -0.009 0.1020
O 2.5884 0.3796 1.4341 0.063 -0.184 0.013 -0.6801
C 3.4591 3.6734 2.3284 -0.186 0.010 -0.108 -0.3372
H -3.3105 2.5305 -3.5422 -0.004 -0.001 0.007 0.0790
H 3.3933 6.4772 1.1691 0.023 0.004 -0.019 0.0040
C -0.2470 2.9350 -1.9533 0.012 0.041 0.078 -0.0843
N 0.0265 0.2879 -3.4848 0.066 -0.079 0.053 0.1509
H -0.0532 2.0116 -5.8900 0.006 0.006 0.004 0.1207
H -3.8313 -0.6121 5.3059 -0.003 0.002 0.013 0.1073
H -2.1169 -1.7548 -2.4596 -0.072 0.003 0.015 0.0746
C -2.9550 -0.2275 5.8106 0.020 -0.041 -0.116 -0.0272
H -4.7370 -1.5571 -1.7896 0.018 0.009 -0.013 0.0786
H 2.9897 -6.1173 0.8819 -0.012 -0.012 -0.011 0.1007
H -1.7179 1.4232 -1.9919 -0.092 -0.052 -0.170 0.1116
C -1.7848 -7.4920 1.4841 0.036 0.099 -0.014 -0.3140
H 6.1701 2.2004 4.7625 0.000 0.000 -0.001 0.0840
H 0.3758 4.5027 3.0275 0.039 -0.023 -0.003 -0.0061
C 5.7900 3.4502 3.0506 -0.031 0.010 -0.006 -0.1343
C 4.6317 -1.8053 -2.8707 0.000 -0.013 -0.010 -0.0851
C 4.7579 -0.6631 -3.6469 0.137 -0.032 0.002 -0.0964
C -4.1676 0.9151 -0.2885 -0.009 0.035 0.034 -0.1072
C 5.1739 -0.0044 1.5001 -0.011 -0.001 -0.089 -0.2291
C 2.9848 5.8318 0.3794 -0.063 -0.051 -0.002 -0.3269
H -5.1426 -1.7034 -0.0802 -0.005 -0.007 -0.017 0.0808
C 5.4229 2.6071 4.0900 -0.003 0.016 0.048 -0.1505
H -4.0007 0.1385 7.6445 -0.002 -0.002 -0.009 0.0978
H 3.3007 -3.0849 -1.7895 -0.014 0.008 0.006 0.0978
H -2.4810 -1.3994 1.9645 0.001 0.012 0.002 0.0680
C 0.9522 5.1916 2.4032 0.003 0.026 -0.054 -0.3050
C -6.2822 2.1469 -0.5058 -0.067 0.008 -0.019 -0.0618
C -0.7520 -7.1177 2.4008 0.011 0.049 -0.049 -0.1069
C 0.2361 -3.3055 -4.3084 -0.013 0.025 0.025 -0.0923
C -4.3200 3.2772 0.3423 0.048 0.019 0.004 0.0420
C 3.6362 0.0852 -3.9519 -0.159 0.022 -0.011 -0.0279
N -3.1206 -9.6607 1.7961 0.019 0.038 -0.015 0.0391
C 2.3114 -5.3138 0.6232 0.023 0.054 -0.015 -0.0530
H -2.8813 3.5993 -2.2029 -0.015 0.004 -0.018 0.0754
C -2.5207 -8.6728 1.6554 -0.068 -0.127 0.033 -0.3093
C 3.3872 -2.1939 -2.3997 -0.051 0.034 -0.018 -0.0869
C -1.7043 -2.3555 -3.2598 0.083 -0.052 -0.007 -0.0858
H -2.1607 3.8577 -3.7976 -0.004 0.000 0.004 0.0763
C 0.8156 -4.6479 -1.2107 -0.002 0.008 0.035 -0.0320
O -2.2915 2.1547 0.5812 -0.018 -0.239 -0.023 -0.1524
C -1.5839 -0.5949 3.7130 0.006 -0.094 -0.141 -0.3779
H 2.2867 6.4292 -0.2171 -0.015 -0.013 0.025 -0.0101
H -3.6684 -2.4686 -0.7039 0.029 0.015 -0.022 0.0741
H -1.6577 1.0158 -4.4775 -0.003 -0.009 0.009 0.1432
P 0.6414 -1.8784 -1.8877 -0.198 -0.016 0.239 1.1135
H -0.5711 -7.7492 3.2659 -0.019 -0.020 -0.002 0.0955
O 1.4510 1.6816 -4.5255 0.110 -0.081 0.010 -0.0103
H -0.6159 3.2795 -0.9862 -0.009 0.006 -0.039 0.0554
H 3.7694 1.6192 5.0485 0.007 -0.002 -0.004 0.0919
H -0.1200 -4.4164 -6.1120 0.011 0.000 0.005 0.0935
C 1.2219 0.5352 -3.8124 -0.324 0.327 -0.132 -0.3360
C -0.5656 -3.8379 -5.3114 0.024 0.018 0.015 -0.0963
H -1.8921 -4.5483 -0.2554 0.009 0.011 0.024 0.0865
H 0.6845 -5.6921 3.0176 -0.014 0.023 0.000 0.0886
H 0.6251 2.3095 -1.7450 0.012 0.027 -0.043 0.0489
C -5.6383 3.3017 -0.0096 0.077 -0.017 0.021 -0.2927
H 5.5039 -2.4004 -2.6271 0.002 0.006 -0.001 0.1010
C -3.0516 0.1971 7.1267 -0.025 0.028 0.071 -0.0868
H 3.8029 5.5521 -0.2944 -0.002 0.004 0.020 -0.0135
C -5.5316 1.0022 -0.6184 0.015 -0.040 -0.028 -0.0590
O -6.2927 4.5005 0.1499 -0.038 -0.012 -0.015 -0.0918
C 1.3895 -3.1326 0.5345 0.012 0.191 -0.161 -0.2859
H 4.8651 1.2194 -1.1783 0.000 0.021 0.022 0.0492
C 3.1286 2.8031 3.3795 0.019 -0.015 0.056 -0.1295
H 3.1928 1.8155 -0.9715 0.001 -0.003 0.008 0.0362
H -3.1279 -6.6156 0.0191 -0.009 -0.019 0.010 0.0973
H -3.5777 -2.7355 -4.2267 0.005 -0.003 -0.002 0.0957
H -8.2501 3.8483 0.4132 0.013 -0.002 0.004 0.0876
H 4.4238 2.3038 0.2075 -0.011 -0.049 0.032 0.0323
H 0.1433 3.2734 -4.6484 0.027 -0.015 0.024 0.1154
H 5.1433 4.6395 1.4011 -0.014 0.006 0.005 0.0792
H 1.3083 -3.4663 -4.3244 0.002 -0.016 -0.027 0.1058
```
Forces are in eV/Å.

## Properties
- highest occupied orbital energy (eV) = -1.16
- lowest unoccupied orbital energy (eV) = 3.39
- energy above the lowest of the compared OMol25 structures with the same formula, charge and spin (eV) = 0.9682
- F_max (eV/A) = 0.50
- total charge = -2